[1]
The following is a quantum chemistry calculation of a 2-piece molecular cluster, C4H5NOS2 overall, from the OMol25 dataset.

The HOMO energy comes out at -9.524 eV. As for the LUMO energy: -0.05 eV. Its total charge is 0. The calculation puts the HOMO-LUMO gap at 0.34809 hartree. The strongest force on any atom is 4.04 eV/A.

Each line ends with the natural charge from an NBO analysis.
Atoms and positions in Å:
C1 1.00 0.02 1.16  -0.243
C2 1.11 0.76 -0.09  -0.281
C3 1.03 -1.35 1.00  -0.396
C4 1.36 -0.05 -1.12  -0.420
N1 -1.99 0.24 -0.98  -1.054
O1 -3.40 1.07 0.87  -0.890
S1 1.34 -1.74 -0.69  0.393
S2 -3.18 0.92 -0.57  1.506
H1 0.75 0.49 2.01  0.218
H2 0.85 1.83 -0.21  0.239
H3 0.80 -2.19 1.66  0.247
H4 -1.10 -0.14 -0.79  0.428
H5 1.44 0.12 -2.24  0.251


[2]
The following is a quantum chemistry calculation of a 2-piece molecular cluster, C5H14N3 overall, from the OMol25 dataset.

As for the spin multiplicity: 2. The HOMO energy (spin up / spin down) comes out at -8.037 / -8.425 eV. As for the LUMO energy (spin up / spin down): 0.96 / -0.53 eV. Its total charge is 0. The calculation puts the HOMO-LUMO gap (spin up / spin down) at 0.33071 / 0.29003 hartree. The strongest force on any atom is 1.34 eV/A.

Each line ends with the natural charge from an NBO analysis.
Atoms and positions in Å:
C1 1.45 0.20 2.95  -0.413
N1 1.83 0.86 1.73  -0.619
C2 0.88 0.70 0.64  -0.047
N2 1.35 1.31 -0.58  -0.841
H1 2.22 0.36 3.70  0.203
H2 0.49 0.56 3.37  0.152
H3 1.28 -0.85 2.75  0.188
H4 1.95 1.86 1.82  0.353
H5 -0.12 1.09 0.91  0.132
H6 0.67 -0.37 0.50  0.157
H7 1.42 0.58 -1.28  0.389
H8 0.69 1.98 -0.94  0.348
C3 -1.50 -0.22 -1.61  -0.151
C4 -2.15 -0.47 -0.41  -0.372
C5 -1.20 -1.26 -2.60  -0.266
N3 0.04 -1.14 -1.85  -0.549
H9 -1.31 0.77 -1.99  0.222
H10 -2.71 0.33 0.06  0.204
H11 -2.32 -1.46 -0.01  0.191
H12 -1.76 -2.19 -2.52  0.185
H13 -1.14 -0.98 -3.64  0.205
H14 -0.09 -1.69 -1.01  0.330


[3]
The following is a quantum chemistry calculation of C22H12BBrCl3F4N3O7ScSe as an isolated structure, from the OMol25 dataset.

The HOMO energy comes out at -5.583 eV. As for the LUMO energy: 1.64 eV. Its total charge is -1. The calculation puts the HOMO-LUMO gap at 0.26551 hartree. The strongest force on any atom is 1.76 eV/A.

Each line ends with the natural charge from an NBO analysis.
Atoms and positions in Å:
Sc1 -1.08 -0.39 -0.91  1.730
Br1 3.56 5.24 -2.01  0.016
C1 2.55 3.63 -2.05  -0.130
C2 1.71 3.38 -3.13  -0.207
C3 0.96 2.23 -3.15  -0.256
C4 1.00 1.29 -2.10  0.398
O1 0.24 0.23 -2.15  -0.772
C5 1.91 1.54 -1.03  -0.135
C6 2.11 0.58 0.02  0.174
N1 1.34 -0.43 0.16  -0.444
C7 1.53 -1.40 1.13  0.125
C8 2.20 -1.28 2.33  -0.222
C9 2.35 -2.39 3.17  -0.221
C10 1.88 -3.62 2.81  -0.145
C11 1.18 -3.78 1.59  -0.129
C12 0.73 -5.03 1.12  -0.135
C13 0.12 -5.09 -0.10  -0.256
C14 -0.11 -3.90 -0.81  0.104
N2 0.26 -2.72 -0.39  -0.448
C15 0.96 -2.66 0.77  0.222
C16 2.67 2.72 -1.03  -0.203
H1 1.64 4.10 -3.94  0.222
H2 0.28 2.01 -3.97  0.233
H3 2.98 0.73 0.67  0.159
H4 2.59 -0.32 2.63  0.221
H5 2.88 -2.26 4.11  0.210
H6 2.02 -4.48 3.46  0.199
H7 0.87 -5.92 1.72  0.211
H8 -0.24 -6.03 -0.51  0.221
H9 -0.65 -3.93 -1.76  0.218
H10 3.34 2.92 -0.20  0.218
Cl1 -0.80 6.62 1.80  -0.024
C17 -0.81 4.92 1.41  -0.051
C18 -1.32 4.51 0.19  -0.248
C19 -1.31 3.16 -0.10  -0.105
Cl2 -1.91 2.57 -1.61  0.087
C20 -0.81 2.18 0.78  0.386
O2 -0.79 0.92 0.47  -0.829
C21 -0.31 2.67 2.00  -0.109
Cl3 0.33 1.52 3.12  0.013
C22 -0.30 4.01 2.32  -0.247
H11 -1.72 5.21 -0.52  0.236
H12 0.09 4.35 3.27  0.233
O3 -3.09 0.04 -0.35  -1.024
Se1 -3.34 -0.52 1.14  2.748
O4 -4.80 -1.04 1.42  -0.975
O5 -2.31 -2.11 0.83  -0.632
O6 -2.63 0.17 2.36  -0.964
F1 -1.89 -1.93 -2.00  -0.557
B1 -2.45 -1.38 -3.29  1.369
F2 -1.61 -1.78 -4.30  -0.535
F3 -3.73 -1.81 -3.43  -0.531
F4 -2.35 0.00 -3.03  -0.528
O7 -2.75 -4.10 0.24  -0.285
N3 -3.19 -3.18 0.81  0.398


[4]
The following is a quantum chemistry calculation of an isolated ion of composition C34H50N5O3 and charge +1, from the OMol25 dataset.

The HOMO energy comes out at -7.620 eV. As for the LUMO energy: -2.32 eV. Its total charge is +1. The calculation puts the HOMO-LUMO gap at 0.19489 hartree. The strongest force on any atom is 4.76 eV/A.

Each line ends with the Löwdin charge.
Atoms and positions in Å:
C1 -4.05 0.30 2.39  -0.022
C2 -3.02 -0.55 1.71  -0.346
C3 -2.21 -1.37 2.68  -0.058
N1 -2.04 0.35 1.06  -0.003
N2 -0.91 0.56 1.72  0.158
N3 -0.25 1.49 1.02  0.034
C4 0.92 2.13 1.78  -0.344
C5 1.79 1.01 2.33  -0.047
C6 0.39 2.98 2.93  -0.039
C7 -0.99 1.89 -0.08  -0.038
C8 -0.25 2.82 -1.08  -0.499
C9 -0.99 2.84 -2.41  -0.058
C10 1.19 2.35 -1.42  -0.023
C11 -0.18 4.24 -0.49  -0.024
C12 -2.16 1.11 -0.09  -0.021
C13 -3.38 0.95 -1.07  -0.028
H1 -4.88 -0.30 2.78  0.108
H2 -3.60 0.85 3.22  0.100
H3 -4.47 1.04 1.71  0.043
H4 -3.50 -1.16 0.95  0.144
H5 -2.88 -2.07 3.21  0.102
H6 -1.44 -1.94 2.17  0.088
H7 -1.75 -0.69 3.39  0.077
H8 1.49 2.76 1.07  0.105
H9 2.55 1.46 3.00  0.101
H10 1.15 0.32 2.91  0.084
H11 2.31 0.47 1.53  0.085
H12 1.25 3.30 3.54  0.100
H13 -0.14 3.87 2.56  0.080
H14 -0.28 2.36 3.55  0.092
H15 -2.03 3.16 -2.29  0.078
H16 -0.51 3.53 -3.12  0.094
H17 -0.96 1.85 -2.86  0.085
H18 1.80 2.19 -0.52  0.059
H19 1.16 1.40 -1.99  0.095
H20 1.69 3.12 -2.04  0.105
H21 0.44 4.26 0.42  0.066
H22 0.27 4.92 -1.23  0.103
H23 -1.19 4.59 -0.24  0.091
H24 -2.93 1.00 -2.05  0.076
H25 -3.76 -0.05 -0.74  0.119
C14 -7.22 3.30 4.28  -0.070
O1 -6.10 3.82 3.54  -0.104
C15 -5.94 3.39 2.25  -0.263
C16 -4.83 3.89 1.55  -0.017
C17 -4.44 3.39 0.34  -0.045
C18 -5.22 2.35 -0.22  -0.231
C19 -4.62 1.81 -1.52  -0.232
C20 -5.90 1.37 -2.32  -0.190
C21 -6.00 0.98 -3.75  -0.181
N4 -4.71 0.99 -4.46  -0.054
C22 -4.17 -0.20 -4.76  0.018
C23 -2.85 -0.25 -5.26  0.034
C24 -2.17 0.95 -5.48  -0.216
N5 -0.83 0.91 -5.75  -0.054
C25 -0.17 2.15 -6.17  -0.117
C26 1.35 2.01 -6.23  -0.175
O2 1.83 0.94 -5.43  -0.125
C27 1.32 -0.30 -5.93  -0.163
C28 -0.20 -0.39 -5.89  -0.133
C29 -2.86 2.17 -5.34  0.034
C30 -4.13 2.16 -4.77  0.003
C31 -7.23 2.04 -2.11  -0.529
C32 -8.52 1.24 -2.41  -0.030
O3 -7.36 3.23 -1.95  0.053
C33 -6.30 1.77 0.46  -0.056
C34 -6.73 2.34 1.67  0.000
H26 -7.15 3.87 5.21  0.088
H27 -8.19 3.49 3.78  0.102
H28 -7.09 2.22 4.48  0.097
H29 -4.26 4.73 2.00  0.131
H30 -3.63 3.84 -0.25  0.109
H31 -4.34 2.76 -2.12  0.130
H32 -6.48 -0.02 -3.92  0.118
H33 -6.64 1.74 -4.26  0.133
H34 -4.76 -1.08 -4.53  0.140
H35 -2.45 -1.24 -5.44  0.108
H36 -0.55 2.47 -7.17  0.142
H37 -0.41 2.97 -5.46  0.105
H38 1.63 1.91 -7.29  0.128
H39 1.82 2.90 -5.80  0.131
H40 1.63 -0.46 -6.98  0.130
H41 1.77 -1.06 -5.28  0.134
H42 -0.47 -1.03 -5.05  0.120
H43 -0.54 -0.88 -6.81  0.138
H44 -2.43 3.12 -5.63  0.108
H45 -4.68 3.08 -4.54  0.162
H46 -8.37 0.15 -2.41  0.071
H47 -9.30 1.50 -1.66  0.088
H48 -8.90 1.58 -3.40  0.084
H49 -6.87 0.93 0.04  0.125
H50 -7.61 1.96 2.15  0.102


[5]
The following is a quantum chemistry calculation of C14H23N2OPSn as an isolated structure, from the OMol25 dataset.

The HOMO energy (spin up / spin down) comes out at -4.902 / -4.957 eV. As for the LUMO energy (spin up / spin down): 0.04 / 0.03 eV. Its total charge is 0. The calculation puts the HOMO-LUMO gap (spin up / spin down) at 0.18180 / 0.18318 hartree. The strongest force on any atom is 15.23 eV/A.

Each line ends with the natural charge from an NBO analysis.
Atoms and positions in Å:
C1 0.48 3.22 -1.99  -0.209
C2 -0.80 2.76 -1.66  -0.216
C3 -1.02 1.84 -0.62  -0.008
C4 0.09 1.37 0.14  -0.519
C5 1.40 1.79 -0.25  0.056
C6 1.58 2.71 -1.29  -0.263
C7 -2.43 1.32 -0.41  -0.458
C8 -2.46 -0.19 -0.10  -0.199
N1 -2.69 -1.02 -1.28  -0.445
Sn1 0.00 0.00 1.67  0.921
C9 2.59 1.13 0.40  -0.749
P1 2.03 -0.63 0.68  0.941
H1 -1.66 3.11 -2.24  0.209
H2 2.60 3.02 -1.57  0.207
H3 0.62 3.94 -2.80  0.216
H4 2.81 1.54 1.41  0.246
H5 3.51 1.20 -0.21  0.239
H6 -2.92 1.84 0.43  0.227
H7 -3.02 1.54 -1.32  0.229
H8 -1.53 -0.48 0.45  0.130
C10 3.40 -1.47 1.59  -0.938
C11 2.10 -1.37 -1.01  -0.943
H9 -3.31 -0.37 0.59  0.204
C12 -1.52 -1.14 -2.15  -0.417
C13 -3.23 -2.32 -0.93  -0.408
H10 0.19 -0.94 3.20  0.208
H11 -1.78 -1.73 -3.04  0.203
H12 -1.19 -0.14 -2.48  0.210
H13 -0.65 -1.64 -1.65  0.152
H14 -3.48 -2.88 -1.84  0.198
H15 -2.54 -2.94 -0.32  0.164
H16 -4.16 -2.18 -0.34  0.203
H17 3.11 -1.33 -1.44  0.240
H18 1.76 -2.42 -0.96  0.249
H19 1.40 -0.80 -1.65  0.263
H20 4.36 -1.38 1.04  0.240
H21 3.51 -1.00 2.58  0.255
H22 3.15 -2.53 1.72  0.252
H23 -0.30 -1.43 2.73  -0.161
O1 0.00 0.00 6.26  -0.561
C14 0.00 0.00 4.99  0.822
N2 0.00 0.00 3.67  -0.989


Number 4 is which compound?
C34H50N5O3